No. 1
{
  "formula": "C4H7NO",
  "method": "ωB97M-V/def2-TZVPD",
  "symbols": ["C", "C", "C", "N", "C", "O", "H", "H", "H", "H", "H", "H", "H"],
  "xyz": [[1.10, 0.93, 0.21], [0.72, -0.36, -0.45], [-0.11, -1.34, 0.40], [-0.75, -0.53, -0.56], [-1.74, 0.51, -0.39], [-2.53, 0.42, 0.48], [0.40, 1.07, 1.10], [1.18, 1.87, -0.49], [2.23, 0.83, 0.38], [1.21, -0.93, -1.23], [-0.02, -2.48, 0.18], [-0.09, -1.11, 1.54], [-1.60, 1.12, -1.18]],
  "e_tot_ev": -7796.6757,
  "mol_weight_g_mol": 85.11,
  "relative_energy_kj_mol": 286.4
}


No. 2
{
  "formula": "C3H7O2S",
  "method": "ωB97M-V/def2-TZVPD",
  "symbols": ["C", "C", "S", "H", "H", "H", "H", "H", "H", "O", "C", "O", "H"],
  "xyz": [[-1.31, -0.33, -0.19], [-1.99, -0.73, 1.13], [-0.96, -1.56, 2.31], [-0.99, -1.16, -0.81], [-0.52, 0.40, -0.02], [-2.02, 0.25, -0.79], [-2.60, 0.09, 1.49], [-2.70, -1.52, 0.84], [-0.61, -0.52, 3.09], [3.02, 1.57, -1.66], [1.80, 1.72, -1.91], [0.98, 0.97, -2.47], [1.46, 2.74, -1.56]],
  "e_tot_ev": -18155.7067,
  "mol_weight_g_mol": 107.15,
  "total_charge": -1,
  "relative_energy_kj_mol": 87.6
}


No. 3
{
  "formula": "C2H4I2",
  "method": "ωB97M-V/def2-TZVPD",
  "symbols": ["C", "C", "I", "I", "H", "H", "H", "H"],
  "xyz": [[0.01, 0.07, 0.48], [-1.32, -0.05, -0.19], [-2.49, 1.66, 0.02], [-2.37, -1.82, -0.01], [0.37, 1.07, 0.33], [-0.08, 0.12, 1.56], [0.62, -0.68, 0.05], [-0.73, -0.12, -1.79]],
  "e_tot_ev": -18337.2858,
  "mol_weight_g_mol": 281.86,
  "relative_energy_kj_mol": 262.4
}


No. 4
{
  "formula": "C6H10N2O2S",
  "method": "ωB97M-V/def2-TZVPD",
  "symbols": ["C", "C", "C", "C", "C", "C", "N", "N", "O", "O", "S", "H", "H", "H", "H", "H", "H", "H", "H", "H", "H"],
  "xyz": [[2.45, 1.40, -0.38], [3.20, 0.34, 0.14], [1.24, 0.85, -0.80], [2.44, -0.82, 0.03], [-1.70, -0.77, 1.39], [-1.97, 0.57, -0.59], [1.23, -0.43, -0.49], [-1.48, -0.67, -0.02], [-3.32, 0.81, -0.43], [0.21, -2.64, 0.05], [-0.13, -1.51, -0.74], [2.68, 2.40, -0.39], [4.20, 0.45, 0.62], [0.26, 1.23, -1.36], [2.72, -1.65, 0.56], [-1.04, 0.14, 1.71], [-2.75, -0.72, 1.60], [-1.17, -1.70, 1.93], [-1.67, 0.69, -1.63], [-3.80, 0.70, -1.25], [-1.59, 1.34, 0.04]],
  "multiplicity": 3,
  "e_tot_ev": -24287.1553,
  "mol_weight_g_mol": 174.23,
  "relative_energy_kj_mol": 396.3
}


No. 5
{
  "formula": "C5H9NO",
  "method": "ωB97M-V/def2-TZVPD",
  "symbols": ["C", "C", "C", "N", "O", "C", "C", "H", "H", "H", "H", "H", "H", "H", "H", "H"],
  "xyz": [[1.00, 0.34, 0.24], [-1.63, -0.94, -0.18], [1.29, 0.48, -1.25], [1.13, -1.02, 0.70], [0.29, -1.83, 0.12], [-0.44, 0.76, 0.59], [-1.06, 1.61, 1.22], [1.11, -1.09, 1.72], [1.68, 0.96, 0.83], [-2.21, -0.09, -0.53], [-2.03, -1.40, 0.71], [-1.48, -1.61, -1.02], [1.15, 1.52, -1.55], [0.62, -0.15, -1.82], [2.31, 0.18, -1.46], [-1.74, 2.28, 1.68]],
  "e_tot_ev": -8861.2357,
  "mol_weight_g_mol": 99.13,
  "relative_energy_kj_mol": 769.7
}